Molecular formula: C16H33NO3
Method: DFT, wB97M-V/def2-TZVPD

CARTESIAN COORDINATES (ANGSTROEM)
C: -7.418328 1.161832 -0.832295
C: -6.581499 0.724205 0.363732
C: -5.094682 0.656238 0.022866
C: -4.254260 0.214013 1.218997
C: -2.749969 0.237587 0.945883
C: -2.298896 -0.817215 -0.061961
C: -0.780910 -0.827998 -0.227707
C: -0.331391 -1.864377 -1.257339
C: 1.181138 -2.081445 -1.268384
C: 1.955120 -0.873647 -1.791989
C: 3.471694 -1.050719 -1.617936
C: 3.821703 -1.051530 -0.145276
O: 3.923687 -2.096961 0.478552
N: 3.969961 0.143253 0.479763
C: 3.930118 1.442320 -0.145685
C: 5.332567 1.914557 -0.578391
O: 5.318564 3.230884 -1.064927
C: 4.220504 0.116197 1.911797
C: 2.908329 0.117233 2.708178
O: 2.025620 -0.892312 2.298625
H: -7.298532 0.463218 -1.657744
H: -8.472751 1.203887 -0.568974
H: -7.110190 2.148248 -1.172780
H: -6.731922 1.426028 1.187515
H: -6.918320 -0.258457 0.702139
H: -4.757079 1.641081 -0.309722
H: -4.954400 -0.040825 -0.805003
H: -4.467288 0.879531 2.059663
H: -4.550786 -0.794765 1.515896
H: -2.219522 0.066499 1.885696
H: -2.466203 1.229063 0.584040
H: -2.632305 -1.801239 0.275718
H: -2.760318 -0.624469 -1.032576
H: -0.458432 0.168833 -0.535587
H: -0.308077 -1.045906 0.732377
H: -0.668142 -1.563733 -2.253129
H: -0.811434 -2.817068 -1.022120
H: 1.509956 -2.306386 -0.253471
H: 1.416212 -2.947582 -1.891588
H: 1.733082 -0.729852 -2.852597
H: 1.627159 0.016947 -1.254688
H: 3.762528 -2.024238 -2.015980
H: 4.017633 -0.279974 -2.161047
H: 3.266393 1.432906 -1.011976
H: 3.526476 2.162153 0.572171
H: 6.005355 1.926652 0.281961
H: 5.744589 1.219304 -1.323837
H: 4.756585 3.276699 -1.846700
H: 4.771222 -0.803271 2.132391
H: 4.829727 0.975676 2.194158
H: 2.371803 1.061562 2.569412
H: 3.151804 0.011827 3.777003
H: 2.546110 -1.674461 2.062889

Forces on atoms 1 to 3 (eV/Å):
0.011 -0.077 0.251
0.124 0.077 -0.322
-0.177 -0.161 0.436

Calculated total energy   -24760.645 eV
Spin multiplicity   1
Net charge   0
Molecular weight   287.44 g mol⁻¹
Structure (SMILES)   CCCCCCCCCCCC(=O)N(CCO)CCO